(1)
Below is a molecular structure, C22H60CdO9S7 at a distorted geometry, with properties calculated with ωB97M-V/def2-TZVPD.

Structure (XYZ):
```
99
C22H60CdO9S7 ωB97M-V/def2-TZVPD
Cd 2.6168 -1.2751 3.7609
O 0.3938 -1.1947 1.8014
C 0.3321 -0.1805 0.8242
C 1.3007 1.1151 1.1093
O 2.4265 0.9656 2.0137
H -0.6871 0.1697 0.6608
H 0.6062 -0.5588 -0.1606
H 0.6551 1.9287 1.4400
H 1.7873 1.4697 0.2007
C 7.1800 1.3732 3.0658
S 6.6597 0.5499 4.6153
O 5.4999 -0.3600 4.2023
C 5.8381 1.9116 5.5272
H 6.3347 1.8642 2.5837
H 7.6683 0.6837 2.3771
H 7.8535 2.1694 3.3829
H 5.1699 2.4276 4.8378
H 6.5474 2.6941 5.7967
H 5.2568 1.4098 6.3007
C -7.9161 -1.3638 -1.1464
S -6.3291 -1.5038 -2.1570
O -6.0702 -0.1244 -2.6975
C -5.0280 -1.7334 -0.8740
H -8.3562 -2.3505 -1.0023
H -8.5768 -0.7503 -1.7589
H -7.7609 -0.7278 -0.2749
H -4.9261 -0.7837 -0.3490
H -4.1260 -2.0371 -1.4054
H -5.2871 -2.4667 -0.1103
C -2.3381 3.4348 -2.3126
S -2.0894 5.2376 -2.7284
O -2.9240 5.9446 -1.6279
C -0.3152 5.4062 -2.0401
H -1.3774 2.9326 -2.1988
H -2.7938 2.7775 -3.0531
H -2.9504 3.4282 -1.4108
H -0.0703 6.4683 -2.0551
H 0.4684 4.9035 -2.6069
H -0.3852 5.1399 -0.9854
C 4.4455 -3.4845 -0.6545
S 6.0524 -2.5731 -0.5251
O 7.0493 -3.4864 -1.1878
C 5.5172 -1.2330 -1.6920
H 3.5563 -2.9226 -0.3688
H 4.4544 -4.4480 -0.1449
H 4.1870 -3.8011 -1.6650
H 5.4137 -1.8420 -2.5900
H 6.3820 -0.5728 -1.7588
H 4.5629 -0.7968 -1.3969
C -5.7577 1.4554 6.0367
S -5.5679 -0.3932 5.7313
O -6.7988 -0.8714 4.9210
C -4.2074 -0.0994 4.3840
H -6.4862 1.7593 6.7884
H -5.9027 1.9049 5.0543
H -4.8707 1.8504 6.5319
H -3.6349 -1.0117 4.2163
H -3.5362 0.7581 4.4318
H -4.7358 0.0867 3.4489
C 0.4054 6.4760 4.0591
S 1.7896 7.5659 3.4693
O 2.3709 8.1679 4.7683
C 2.9638 6.2231 2.8892
H 0.2733 5.6806 3.3256
H -0.5536 6.9735 4.2037
H 0.5895 6.0522 5.0464
H 2.5834 5.5703 2.1036
H 3.2699 5.5533 3.6929
H 3.8905 6.7238 2.6088
C -2.2661 -5.6835 0.8237
S -3.8598 -6.4187 1.3917
O -3.4373 -7.8892 1.5182
C -3.8789 -5.8502 3.1437
H -1.5619 -6.2364 1.4454
H -2.3039 -4.6054 0.9797
H -2.2537 -5.8804 -0.2484
H -4.7152 -6.3612 3.6208
H -3.8244 -4.7699 3.2775
H -3.0242 -6.2681 3.6755
C 0.7387 0.9919 -5.8084
C 0.8966 -0.4894 -6.0282
C 0.4456 -1.3436 -4.8779
C 0.2808 -2.8450 -5.1218
C 1.6060 -3.4533 -5.6588
C 1.6303 -3.5868 -7.2025
H 0.8037 1.6664 -6.6621
H 1.4880 1.4016 -5.1310
H -0.2078 1.2515 -5.3342
H 0.4181 -0.8045 -6.9555
H 1.9784 -0.5619 -6.1398
H -0.5401 -0.9494 -4.6310
H 1.0595 -1.1594 -3.9963
H -0.0355 -3.3452 -4.2065
H -0.5584 -2.8668 -5.8171
H 2.4969 -2.9648 -5.2642
H 1.8225 -4.4130 -5.1896
H 0.8925 -4.2911 -7.5867
H 1.3010 -2.6782 -7.7066
H 2.6160 -3.8558 -7.5823
```

- E (Eh) = -4505.84460
- frontier orbital gap (eV) = 5.32
- lowest unoccupied orbital energy (eV) = -3.4

Results of the Mulliken charge analysis, in e, for atoms 1 through 4: 0.7582, -0.6162, -0.0740, -0.2365



(2)
Below is a molecular structure, C15H31AlCl8F2O2P at a distorted geometry, with properties calculated with ωB97M-V/def2-TZVPD.

Structure (XYZ):
```
60
C15H31AlCl8F2O2P ωB97M-V/def2-TZVPD
C 2.9808 1.1125 -0.4294
C 2.5750 0.1360 -1.6687
P 1.8185 -1.4647 -0.9083
C 3.2217 -2.7361 -0.7708
Al 0.1372 -2.2284 -2.3870
F 0.5089 -1.3473 -4.0190
F 0.2743 -4.0709 -2.7229
C -1.7389 -1.7009 -1.6791
C -1.6015 -0.1675 -1.2161
C -2.9715 0.5234 -0.7444
C -3.9957 -0.4474 -0.0113
O -3.7683 -1.0389 1.0784
O -5.2963 -0.6458 -0.5830
H 2.0391 1.5199 0.0634
H 3.6299 0.4825 0.2615
H 3.5993 1.9850 -0.8493
H 1.8071 0.7036 -2.3130
H 3.5302 -0.1258 -2.2403
H 4.2753 -2.2597 -0.7997
H 3.2046 -3.5237 -1.6007
H 3.1311 -3.2016 0.2808
H -2.5475 -1.8477 -2.4898
H -1.9427 -2.3672 -0.7563
H -1.1933 0.4333 -2.1143
H -0.8036 -0.1382 -0.3928
H -3.4966 0.9443 -1.6799
H -2.6740 1.4420 -0.1096
H -5.4372 -0.0097 -1.3179
Cl 4.7450 -5.0064 2.8478
C 4.5322 -3.6551 3.9890
C 3.6496 -2.5613 3.4227
Cl 4.4329 -1.6925 2.0811
H 5.5212 -3.2763 4.2531
H 4.0754 -4.0707 4.8895
H 3.4351 -1.8211 4.1961
H 2.6998 -2.9587 3.0593
Cl 6.4382 3.3130 -2.2766
C 6.9797 2.7210 -0.6861
C 7.3910 1.2631 -0.7281
Cl 6.0013 0.1817 -0.9874
H 6.1738 2.8899 0.0304
H 7.8314 3.3380 -0.3922
H 7.8405 0.9776 0.2253
H 8.1200 1.0739 -1.5182
Cl -3.6267 -0.6708 5.3751
C -4.7987 -0.4549 4.0490
C -5.4424 0.9157 4.0737
Cl -6.5344 1.1242 5.4686
H -5.5428 -1.2496 4.1224
H -4.2496 -0.5880 3.1151
H -6.0470 1.0560 3.1756
H -4.6945 1.7097 4.1084
Cl -6.2955 1.3904 -3.4004
C -6.5982 3.1453 -3.3918
C -5.4831 3.9133 -2.7116
Cl -5.4344 3.6127 -0.9565
H -7.5604 3.3206 -2.9075
H -6.6809 3.4570 -4.4348
H -5.6375 4.9858 -2.8448
H -4.5069 3.6556 -3.1266
```

- E (Eh) = -5205.86640
- net charge = -1
- frontier orbital gap (eV) = 5.86
- lowest unoccupied orbital energy (eV) = 2.0

Results of the natural (NBO) charge analysis, in e, for atoms 1 through 4: -0.6324, -0.6601, -0.0369, -0.9094